[1]
68
Properties=species:S:1:pos:R:3:forces:R:3:lowdin_charge:R:1 method="wB97M-V/def2-TZVPD" lumo_energy_ev=0.3 homo_energy_ev=-8.4 smiles="CCCCn1c(N)c(N(CCOC)C(=O)C2CCN(S(=O)(=O)c3ccc(Cl)cc3)CC2)c(=O)[nH]c1=O" orbital_gap_ha=0.3204
C -1.396471 -5.313311 -0.753393 0.01 0.13 -0.22 -0.11
C -1.216224 -3.989607 -1.487912 -0.01 0.05 0.26 -0.25
C -0.657449 -2.881633 -0.596341 0.15 -0.12 -0.20 -0.19
C 0.764467 -3.178970 -0.116352 -0.44 -0.33 -0.04 -0.13
N 1.341645 -2.074935 0.635108 -0.04 0.05 -0.17 0.06
C 2.078547 -1.097084 0.024786 0.57 0.21 0.31 -0.23
N 2.229677 -1.169064 -1.327522 -0.05 0.05 0.03 0.21
C 2.715338 -0.129884 0.773090 -0.01 0.22 -0.22 -0.12
N 3.495897 0.885970 0.148325 0.10 -0.78 0.22 0.01
C 4.936479 0.716729 0.180262 0.35 -0.12 -0.36 -0.09
C 5.384088 -0.480137 -0.654608 -0.02 0.13 0.26 -0.20
O 4.946127 -0.299497 -1.984435 -0.03 0.33 0.10 -0.21
C 5.364522 -1.326404 -2.844959 0.03 -0.12 -0.04 -0.11
C 2.985655 2.068406 -0.290862 -0.61 0.11 -0.08 -0.40
O 3.679978 2.956115 -0.741497 0.03 0.31 -0.09 0.09
C 1.476389 2.181730 -0.184158 0.16 0.36 -0.15 -0.24
C 1.073275 2.987667 1.054235 0.00 -0.18 -0.03 -0.08
C -0.440856 2.796649 1.257312 0.14 0.06 0.60 -0.17
N -1.097625 2.359549 0.036992 -0.14 -1.03 -0.02 -0.23
S -1.233067 0.702798 -0.165621 -1.01 0.11 -0.04 0.69
O -0.724433 0.007952 0.984685 -0.23 0.29 0.26 -0.26
O -0.739010 0.290029 -1.455611 -0.20 0.48 -0.15 -0.28
C -3.013865 0.528778 -0.182119 0.51 -0.08 -0.03 -0.26
C -3.697595 0.587581 -1.381781 0.10 -0.03 -0.09 -0.05
C -5.078478 0.498557 -1.389069 -0.05 0.00 0.14 -0.09
C -5.753230 0.351575 -0.184252 0.35 0.03 -0.02 -0.67
Cl -7.471624 0.244033 -0.185827 -0.26 -0.02 0.00 0.69
C -5.066024 0.284976 1.020954 -0.01 0.03 -0.11 -0.08
C -3.685495 0.376281 1.016188 0.05 -0.05 0.07 -0.04
C -0.642673 3.077560 -1.139859 0.07 0.06 -0.60 -0.17
C 0.854823 2.838451 -1.416528 0.15 -0.10 0.07 -0.11
C 2.509791 -0.046238 2.192379 -0.08 -0.30 -0.25 -0.41
O 2.953769 0.808412 2.936522 0.07 0.15 0.11 0.07
N 1.695006 -1.058646 2.692158 -0.06 0.17 0.46 0.22
C 1.063125 -2.047285 1.993187 0.32 0.03 0.03 -0.49
O 0.363500 -2.876270 2.525626 -0.31 -0.20 0.13 0.09
H -0.437507 -5.745385 -0.481018 0.08 -0.12 0.08 0.07
H -1.920978 -6.026585 -1.385182 -0.02 -0.13 0.01 0.07
H -1.976025 -5.164950 0.154126 -0.07 -0.04 0.14 0.08
H -2.184914 -3.661104 -1.870487 0.03 0.01 -0.09 0.11
H -0.555928 -4.136253 -2.346470 -0.03 0.03 -0.11 0.11
H -0.672787 -1.936679 -1.141491 0.02 -0.08 0.03 0.08
H -1.291507 -2.756813 0.282711 -0.04 0.06 0.04 0.12
H 0.739909 -4.027954 0.570515 0.11 0.08 -0.18 0.12
H 1.426897 -3.409457 -0.953615 -0.02 -0.01 0.10 0.13
H 1.406603 -1.383560 -1.867629 -0.05 -0.04 0.01 0.11
H 2.822804 -0.443757 -1.716081 0.01 -0.06 0.01 0.10
H 5.359851 1.633689 -0.235063 0.05 -0.15 0.13 0.13
H 5.270527 0.587324 1.213942 0.00 0.03 -0.04 0.14
H 6.481018 -0.553087 -0.621235 -0.10 -0.02 0.02 0.13
H 4.964531 -1.414130 -0.247390 0.06 0.04 -0.04 0.12
H 4.967668 -2.298083 -2.524718 0.00 0.01 -0.03 0.09
H 4.979942 -1.082924 -3.833171 0.04 -0.08 -0.04 0.09
H 6.458338 -1.389045 -2.885708 -0.03 0.00 -0.02 0.09
H 1.063156 1.179958 -0.077755 0.33 0.22 -0.02 0.09
H 1.318525 4.037714 0.889196 0.06 0.02 0.00 0.13
H 1.620780 2.642189 1.930713 -0.01 0.07 0.05 0.11
H -0.630860 2.023887 2.001194 0.07 0.23 0.14 0.11
H -0.920126 3.724936 1.582238 0.00 -0.10 -0.01 0.13
H -3.139342 0.685752 -2.298989 -0.01 0.01 -0.17 0.11
H -5.629816 0.540201 -2.315044 -0.05 0.00 -0.06 0.11
H -5.607748 0.161617 1.945258 -0.05 -0.02 0.07 0.11
H -3.116700 0.312986 1.929684 -0.01 -0.02 0.19 0.12
H -1.252945 2.739073 -1.976789 0.04 0.25 -0.10 0.11
H -0.850043 4.135582 -0.963004 -0.07 -0.09 0.00 0.13
H 1.370167 3.776871 -1.622609 0.02 -0.02 -0.02 0.12
H 0.976911 2.180378 -2.277086 0.01 0.06 -0.05 0.12
H 1.473158 -1.008758 3.679847 0.05 -0.05 -0.17 0.17



[2]
58
Properties=species:S:1:pos:R:3:forces:R:3:lowdin_charge:R:1 method="wB97M-V/def2-TZVPD" lumo_energy_ev="-7.2 / -7.3" charge=+2 homo_energy_ev="-10.2 / -13.0" spin_multiplicity=5 s2=6.05 orbital_gap_ha="0.1081 / 0.2124"
C -0.365869 0.490024 -6.680620 0.08 0.35 -2.32 -0.20
C 1.009715 1.000284 -6.666290 0.28 -0.06 1.32 0.00
C -0.608945 -0.918790 -7.011233 -0.11 -0.54 1.24 0.00
C -1.485856 1.437871 -6.700527 -0.32 0.04 1.31 0.00
Cl -0.487071 -0.014090 -2.973436 -0.04 0.11 0.20 -0.10
H -0.623882 -1.083926 -8.102653 0.07 0.40 0.12 0.15
H -1.574971 -1.253577 -6.616759 0.09 0.09 -0.24 0.11
H 0.174786 -1.561261 -6.594341 -0.05 0.12 -0.24 0.11
H 1.356811 1.263601 -7.680647 -0.39 -0.15 0.02 0.15
H 1.702993 0.251007 -6.267709 -0.09 0.08 -0.25 0.11
H 1.087102 1.903298 -6.050356 -0.03 -0.05 -0.26 0.11
H -1.696103 1.797867 -7.722717 0.32 -0.28 0.03 0.15
H -1.267893 2.316672 -6.083407 0.02 -0.06 -0.26 0.11
H -2.402569 0.970715 -6.323219 0.11 0.04 -0.25 0.11
C 0.826960 -1.165808 0.948672 1.15 -0.89 0.54 -0.34
C 0.284109 -2.323375 0.312277 0.45 -0.38 -0.20 -0.24
C 0.738525 -2.306372 -1.036632 1.02 -1.33 0.02 -0.18
H -0.285910 -3.071982 0.841672 0.03 -0.15 -0.28 0.13
C 1.685890 -1.243573 -1.183326 -0.94 0.28 0.67 -0.14
C 1.745713 -0.545477 0.038646 1.02 -0.27 0.10 -0.13
H 2.345103 0.327571 0.274700 -0.20 -0.09 -0.25 0.12
H 0.790796 -1.077217 2.008886 0.11 0.08 -0.14 0.03
H 0.477006 -3.052463 -1.770819 0.02 0.16 -0.10 0.12
H 2.180331 -0.955761 -2.099743 -0.08 -0.06 0.10 0.10
C -2.456297 0.548206 0.484011 -1.45 0.57 -0.38 -0.21
C -2.275142 -0.785434 0.984940 -1.10 -0.22 0.32 -0.28
C -2.533712 -1.678731 -0.115128 -2.81 -0.48 -0.49 -0.23
H -2.061671 -1.077135 1.993150 -0.12 -0.07 0.28 0.11
C -2.920095 -0.887114 -1.239519 -0.53 -1.20 0.54 -0.18
C -2.876082 0.478857 -0.867225 0.91 -0.16 1.07 -0.14
H -3.011317 1.341158 -1.485718 -0.08 0.11 -0.31 0.11
H -2.423929 1.475127 1.007833 0.17 0.17 0.16 0.09
H -2.567764 -2.749184 -0.045311 -0.03 -0.16 -0.13 0.12
H -3.158496 -1.248614 -2.222217 0.06 -0.16 -0.06 0.10
Os -0.748686 -0.586961 -0.331291 2.19 3.08 -3.52 1.35
C 0.770242 -1.661019 4.350947 -0.21 -0.81 0.03 0.01
N 1.368911 -0.335126 4.582641 -0.16 0.99 -1.04 -0.17
C 2.146606 -0.318375 5.822684 0.57 -0.03 0.54 0.01
C 2.182701 0.254285 3.366541 0.62 -0.37 -0.25 -0.06
C 1.268253 1.267245 2.738509 0.42 0.98 0.38 -0.24
C 1.439149 2.516342 3.435928 -1.00 -0.61 -0.11 -0.03
C 0.294940 3.118315 3.962634 -0.07 0.70 0.17 -0.06
C -0.961854 2.511998 3.746770 0.15 0.12 0.35 -0.05
C -1.063349 1.421612 2.866450 -0.81 0.87 0.25 -0.14
C 0.026465 0.932224 2.190232 0.77 0.33 2.07 0.01
H 1.532093 -2.356356 3.974539 -0.24 0.24 0.11 0.13
H -0.083329 -1.605203 3.668691 0.32 0.14 0.06 0.10
H 0.394470 -2.016036 5.312089 0.05 -0.08 -0.14 0.11
H 0.577579 0.323742 4.691651 0.37 -0.13 -0.04 0.17
H 3.026456 -0.958720 5.698594 -0.19 0.14 0.09 0.13
H 2.450636 0.704901 6.045087 0.00 -0.12 -0.04 0.12
H 1.510702 -0.699223 6.618041 0.14 0.03 0.12 0.11
H 3.053100 0.758462 3.803320 -0.29 -0.16 -0.04 0.13
H 2.559124 -0.575784 2.771547 -0.22 -0.14 0.14 0.12
H 2.457882 2.870044 3.657253 -0.61 -0.22 0.13 0.13
H 0.396373 4.004216 4.631597 -0.19 -0.74 -0.75 0.13
H -1.880512 2.857422 4.265972 0.87 -0.18 -0.36 0.13
H -2.040220 0.969639 2.774336 -0.04 0.14 -0.07 0.09



[3]
58
Properties=species:S:1:pos:R:3:forces:R:3:lowdin_charge:R:1 method="wB97M-V/def2-TZVPD" lumo_energy_ev=-7.5 charge=+2 homo_energy_ev=-14.8 orbital_gap_ha=0.2693
C -5.489303 0.180449 -3.054470 -1.51 -0.01 -0.56 -0.93
C -6.405160 0.880194 -2.037937 0.34 -0.04 0.06 -0.11
C -5.533836 0.930796 -4.394914 0.30 -0.03 0.17 -0.11
C -5.941112 -1.274616 -3.255374 0.31 0.08 0.12 -0.12
Cl -3.782900 0.177765 -2.415319 0.27 0.02 0.09 0.58
H -6.565740 0.924480 -4.772950 0.26 -0.03 0.15 0.10
H -4.893603 0.445213 -5.141112 -0.12 0.12 0.16 0.08
H -5.221096 1.974935 -4.273500 -0.04 -0.23 -0.04 0.08
H -7.435619 0.873654 -2.419299 0.29 -0.03 0.05 0.10
H -6.101538 1.923575 -1.889345 -0.06 -0.23 -0.01 0.08
H -6.392600 0.359024 -1.073227 0.00 0.13 -0.19 0.08
H -6.972033 -1.283076 -3.634686 0.26 0.07 0.10 0.10
H -5.918226 -1.825894 -2.307723 0.00 0.09 -0.21 0.08
H -5.301844 -1.785013 -3.985813 -0.13 0.09 0.17 0.08
C 1.299317 2.288613 -0.142656 -1.14 -0.15 -0.36 -0.11
C 0.915371 2.076863 -1.506387 -0.59 0.31 0.57 -0.12
C -0.447736 1.612838 -1.522104 0.18 0.58 1.01 -0.13
H 1.528772 2.308888 -2.375292 -0.24 -0.20 0.28 0.14
C -0.912515 1.548693 -0.154904 1.03 0.47 -0.72 -0.09
C 0.167738 1.966441 0.689609 0.20 -0.11 -0.62 -0.11
H 0.141399 2.051819 1.771825 -0.09 -0.09 -0.30 0.13
H 2.244651 2.711983 0.195941 -0.28 -0.26 -0.17 0.13
H -1.047760 1.383295 -2.396192 0.10 0.11 0.19 0.10
H -1.909756 1.249858 0.160112 0.25 -0.03 -0.05 0.13
C 1.480128 -2.203731 -0.917064 0.05 0.38 -0.21 -0.12
C 2.564377 -1.340214 -1.275671 -0.93 0.11 -0.73 -0.09
C 2.102664 -0.475722 -2.330875 -0.10 -0.83 0.35 -0.12
H 3.577566 -1.376803 -0.871235 -0.43 0.05 -0.11 0.13
C 0.727511 -0.783134 -2.589684 0.28 -0.97 0.28 -0.13
C 0.336847 -1.863206 -1.706867 0.89 0.58 -0.60 -0.10
H -0.643599 -2.345375 -1.701246 0.35 0.22 0.12 0.14
H 1.542588 -3.001171 -0.182986 -0.10 0.29 -0.14 0.13
H 2.732555 0.202082 -2.902690 -0.30 -0.02 0.29 0.14
H 0.094000 -0.331664 -3.350537 0.28 -0.20 0.24 0.14
Ti 0.784709 0.014713 -0.472211 0.29 -0.66 1.13 1.03
C 4.629620 -0.907585 2.861368 0.21 -0.22 -0.01 0.03
N 4.127145 0.476645 3.093055 -0.22 0.30 0.29 -0.19
C 5.203357 1.484997 2.876766 0.07 0.18 -0.03 0.02
C 2.880318 0.816228 2.283552 0.40 0.33 0.44 -0.10
C 1.792553 -0.157084 2.609950 -0.79 -0.48 0.61 -0.28
C 1.586537 -0.524538 3.952172 0.28 -0.05 -0.08 -0.04
C 0.810678 -1.639076 4.269971 -0.15 0.09 -0.12 -0.04
C 0.140282 -2.323899 3.252341 0.10 0.33 -0.18 -0.04
C 0.209364 -1.848287 1.933277 -0.23 0.03 0.60 -0.10
C 1.008210 -0.746175 1.615284 0.51 0.23 -1.28 -0.14
H 4.704718 -1.078239 1.782921 0.01 0.05 0.23 0.11
H 3.949037 -1.625631 3.319655 0.07 0.11 -0.17 0.11
H 5.617766 -0.978155 3.326116 -0.23 -0.09 -0.15 0.12
H 3.853078 0.534620 4.087453 0.12 -0.07 -0.48 0.17
H 5.475857 1.478290 1.818080 0.02 -0.01 0.20 0.12
H 4.822343 2.468075 3.162340 0.11 -0.13 -0.07 0.12
H 6.063444 1.218065 3.496173 -0.15 0.11 -0.16 0.12
H 2.639789 1.856907 2.546499 0.06 -0.20 -0.03 0.14
H 3.193053 0.792425 1.233314 -0.08 -0.11 0.21 0.12
H 2.060129 0.053067 4.764850 -0.20 -0.43 -0.29 0.13
H 0.731820 -1.975898 5.304400 -0.04 0.16 -0.30 0.12
H -0.448192 -3.207100 3.484200 0.09 0.13 -0.03 0.12
H -0.375123 -2.364207 1.163043 0.16 0.17 0.29 0.10



Number 1: electronic energy -67465.4757 eV. Number 2: electronic energy -40825.8852 eV. Number 3: electronic energy -61482.9146 eV.